{"formula": "C32H32N5O4S2SiV", "method": "the ωB97M-V functional and the def2-TZVPD basis", "total_energy_ha": -3843.42689, "total_charge": -1, "s_squared": 3.781, "multiplicity": 4, "elements": ["V", "C", "C", "C", "C", "N", "C", "C", "C", "C", "C", "C", "N", "C", "C", "C", "C", "C", "N", "H", "H", "H", "H", "H", "H", "H", "H", "H", "H", "H", "C", "Si", "C", "C", "C", "C", "C", "C", "N", "C", "S", "H", "H", "H", "H", "H", "H", "H", "H", "H", "H", "H", "H", "C", "C", "C", "C", "C", "C", "C", "S", "O", "O", "N", "C", "C", "O", "O", "H", "H", "H", "H", "H", "H", "H", "H", "H"], "positions_angstrom": [[0.084, -0.220, -0.016], [0.614, 3.184, 2.399], [-0.676, 3.363, 2.913], [-1.699, 2.592, 2.407], [-1.413, 1.616, 1.448], [-0.145, 1.410, 1.008], [0.826, 2.212, 1.444], [-2.362, 0.731, 0.815], [-3.720, 0.613, 1.108], [-4.466, -0.350, 0.441], [-3.852, -1.160, -0.494], [-2.490, -0.987, -0.765], [-1.771, -0.045, -0.115], [-1.701, -1.770, -1.672], [-2.229, -2.645, -2.637], [-1.391, -3.309, -3.497], [-0.014, -3.058, -3.405], [0.439, -2.192, -2.433], [-0.354, -1.567, -1.563], [1.438, 3.780, 2.757], [-0.862, 4.093, 3.688], [-2.713, 2.726, 2.754], [1.814, 2.022, 1.040], [-4.179, 1.235, 1.860], [-5.511, -0.492, 0.684], [-4.407, -1.951, -0.979], [-3.300, -2.786, -2.695], [-1.776, -3.996, -4.237], [0.684, -3.543, -4.070], [1.503, -2.004, -2.340], [0.396, 2.153, -6.503], [0.377, 3.148, -4.860], [1.633, 4.578, -5.100], [-1.340, 3.914, -4.602], [1.084, 1.995, -3.534], [2.336, 1.470, -3.770], [2.919, 0.590, -2.860], [2.201, 0.257, -1.737], [0.993, 0.738, -1.465], [0.425, 1.612, -2.335], [-1.098, 2.213, -1.932], [0.038, 2.758, -7.331], [-0.225, 1.266, -6.447], [1.402, 1.828, -6.753], [1.301, 5.260, -5.879], [2.611, 4.206, -5.390], [1.761, 5.154, -4.189], [-1.632, 4.535, -5.445], [-1.346, 4.523, -3.704], [-2.090, 3.144, -4.459], [2.866, 1.733, -4.676], [3.898, 0.166, -3.024], [2.610, -0.432, -1.014], [3.928, -5.497, -2.402], [3.730, -4.388, -1.413], [2.492, -4.167, -0.824], [2.300, -3.095, 0.034], [3.351, -2.239, 0.302], [4.603, -2.473, -0.237], [4.788, -3.543, -1.093], [3.104, -0.791, 1.368], [3.666, -1.156, 2.654], [3.788, 0.301, 0.696], [1.532, -0.537, 1.414], [0.904, -0.817, 2.665], [-0.414, -1.597, 2.413], [-1.093, -1.953, 3.368], [-0.655, -1.811, 1.194], [3.049, -6.134, -2.451], [4.797, -6.098, -2.137], [4.103, -5.083, -3.398], [1.665, -4.826, -1.042], [1.333, -2.907, 0.482], [5.409, -1.803, 0.019], [5.761, -3.722, -1.527], [0.651, 0.108, 3.211], [1.557, -1.413, 3.314]], "forces_ev_per_angstrom": [[0.79, -2.33, 0.14], [-0.34, 0.09, 0.10], [0.34, -0.17, -0.30], [-0.05, -0.20, -0.13], [0.47, 0.66, 0.29], [-1.06, 1.85, 1.65], [0.35, 0.21, 0.19], [-1.20, 0.01, 0.24], [0.76, 0.08, -0.18], [-0.16, 0.03, 0.10], [0.72, -0.04, -0.29], [-1.18, 0.06, 0.48], [-2.18, -0.10, -0.29], [0.68, -0.50, -0.62], [-0.12, 0.15, 0.34], [0.58, 0.21, 0.10], [-0.44, -0.12, -0.02], [0.30, -0.18, -0.27], [-1.06, -0.76, -0.59], [0.09, 0.03, -0.04], [-0.04, 0.04, -0.01], [-0.07, -0.04, 0.02], [-0.06, -0.03, 0.06], [0.03, 0.06, 0.08], [0.01, 0.02, -0.03], [-0.01, 0.00, -0.06], [0.00, 0.03, 0.01], [-0.06, 0.00, -0.03], [0.09, 0.01, -0.01], [-0.15, 0.01, 0.00], [-0.03, 0.39, 0.56], [-0.01, 0.23, -0.33], [-0.43, -0.50, 0.08], [0.49, -0.23, -0.14], [0.13, 0.12, -0.30], [-0.18, -0.02, 0.09], [0.18, -0.18, 0.06], [0.77, -0.09, -0.41], [1.33, 0.96, -1.37], [-0.57, 0.39, 0.09], [-0.61, 0.50, -0.09], [-0.10, 0.18, -0.14], [-0.18, -0.18, 0.10], [0.24, -0.06, 0.01], [-0.12, 0.11, -0.17], [0.20, -0.14, -0.04], [-0.03, 0.08, 0.23], [0.10, 0.14, -0.33], [0.03, 0.05, 0.13], [-0.06, -0.12, 0.02], [0.14, 0.03, -0.13], [0.08, -0.03, 0.04], [0.03, 0.11, -0.33], [0.04, 0.05, -0.06], [-0.14, -0.05, 0.02], [0.26, 0.01, 0.04], [-0.07, 0.01, 0.17], [-0.29, 0.46, 0.40], [0.15, 0.04, -0.07], [-0.06, 0.12, 0.12], [0.00, 0.02, 0.22], [-0.19, -0.11, -0.07], [-0.11, -0.19, -0.10], [2.57, -0.33, -0.36], [-0.84, -0.46, 0.90], [0.69, 0.15, 1.50], [-0.15, -0.01, 0.23], [-0.05, -0.16, -1.21], [-0.01, -0.11, -0.02], [0.00, -0.11, -0.04], [0.01, -0.06, -0.05], [-0.12, -0.09, -0.06], [-0.14, 0.02, 0.01], [0.14, 0.07, -0.07], [0.15, -0.02, -0.07], [0.03, -0.18, 0.00], [-0.31, 0.14, 0.01]], "lowdin_charge": [0.81, -0.04, -0.06, 0.00, -0.19, -0.03, -0.10, -0.22, 0.02, -0.07, 0.01, -0.20, -0.06, -0.17, -0.01, -0.07, -0.05, -0.11, 0.06, 0.10, 0.10, 0.11, 0.12, 0.11, 0.10, 0.10, 0.10, 0.10, 0.10, 0.10, -0.18, 0.57, -0.18, -0.25, -0.27, -0.10, -0.06, -0.17, -0.09, -0.75, 0.68, 0.02, 0.02, 0.01, 0.02, 0.01, 0.02, 0.01, 0.00, -0.01, 0.09, 0.10, 0.06, -0.06, -0.28, -0.05, -0.06, -0.27, -0.05, -0.04, 0.59, -0.32, -0.34, -0.31, -0.19, -0.66, 0.01, -0.09, 0.07, 0.08, 0.08, 0.11, 0.10, 0.12, 0.11, 0.12, 0.11]}